No. 1
A cluster of 7 separate species, C36H90ClN6O16 in total at a distorted geometry, computed with ωB97M-V/def2-TZVPD.

Atoms and positions in Å:
1 Cl 0.36 1.76 -0.69
2 O 1.25 1.80 -1.82
3 O 4.49 -0.17 -1.13
4 O -0.94 2.18 -1.19
5 O 0.82 2.67 0.32
6 O -2.74 -4.57 3.44
7 O -1.33 1.56 2.50
8 O 4.41 11.31 0.96
9 O -0.29 7.08 1.81
10 O -0.62 -0.89 -5.43
11 O 0.27 0.44 -0.11
12 O -4.70 -3.65 -4.49
13 O 5.11 -4.89 -2.76
14 O -4.48 -2.32 0.99
15 O 1.23 -2.42 1.24
16 O 0.54 0.46 6.34
17 O -0.84 -2.16 -1.39
18 N 2.64 9.12 0.62
19 N -2.95 -0.44 -0.43
20 N 3.21 -2.50 -3.60
21 N -3.54 -1.36 -5.39
22 N 0.08 -4.45 3.23
23 N -0.08 -0.74 3.79
24 C -3.13 -1.37 -1.54
25 C 0.65 -1.48 4.85
26 C -3.89 -4.56 4.25
27 C 4.03 0.99 -0.44
28 C -2.30 2.56 2.37
29 C -5.53 -2.50 -4.64
30 C 2.40 -1.71 1.60
31 C 0.60 0.52 3.46
32 C 0.44 7.97 1.02
33 C -1.80 -1.63 -2.26
34 C -2.00 -5.75 3.62
35 C 3.12 11.46 0.40
36 C -0.39 1.69 3.52
37 C 2.16 10.43 0.98
38 C -5.36 -3.39 1.29
39 C 4.57 -4.63 -4.04
40 C 1.46 -3.79 1.23
41 C 0.33 -2.53 -2.06
42 C -2.79 -0.64 -6.40
43 C 0.26 0.97 7.61
44 C -5.07 -4.45 -3.39
45 C -5.23 -1.21 0.49
46 C 0.53 -0.95 6.30
47 C 1.94 8.02 1.31
48 C -4.23 -0.11 0.21
49 C -1.58 0.06 -5.85
50 C 0.51 -0.26 -4.89
51 C 6.50 -5.12 -2.74
52 C 3.52 -0.71 -2.00
53 C -0.66 -5.66 2.90
54 C 3.23 -3.93 -3.90
55 C -4.91 -1.67 -5.75
56 C 0.18 5.75 1.93
57 C 3.93 -2.14 -2.39
58 C 5.44 11.79 0.11
59 C 1.41 -4.47 2.62
60 H -1.09 0.69 -6.60
61 H 0.02 -3.33 -2.75
62 H 3.93 1.75 -1.22
63 H 6.77 -5.43 -1.74
64 H 2.44 7.11 1.00
65 H 6.75 -5.97 -3.39
66 H -0.07 5.16 1.05
67 H 0.91 0.54 2.41
68 H 3.05 0.80 0.00
69 H 1.11 -2.93 -1.41
70 H 1.27 5.71 2.07
71 H -3.12 -2.22 -5.06
72 H 7.01 -4.22 -3.09
73 H 2.52 -0.71 -1.55
74 H -0.03 8.95 1.09
75 H -2.50 -1.27 -7.25
76 H -4.54 -3.71 4.03
77 H -5.68 -1.48 -0.47
78 H 5.69 11.04 -0.65
79 H -0.11 -6.59 3.15
80 H -0.91 -0.47 4.31
81 H -1.79 3.48 2.05
82 H -4.83 -4.21 1.78
83 H 0.30 7.64 -0.02
84 H 2.43 -4.00 0.76
85 H 0.09 2.04 7.61
86 H -1.77 -5.87 4.69
87 H 0.17 2.62 3.36
88 H 0.27 0.26 -3.95
89 H -2.89 2.73 3.27
90 H -4.44 -5.51 4.18
91 H -1.46 -0.72 -2.76
92 H -3.95 0.38 1.16
93 H -2.62 -6.59 3.29
94 H 2.28 -0.64 1.63
95 H 4.46 -5.53 -4.67
96 H -2.02 -2.42 -3.00
97 H -0.44 -1.32 6.66
98 H -4.99 -3.88 -2.46
99 H -0.27 5.27 2.80
100 H 1.69 -1.64 4.56
101 H 0.21 -2.48 4.87
102 H 5.02 -2.19 -2.50
103 H 2.77 -2.01 2.60
104 H 3.08 11.35 -0.69
105 H -5.52 -1.94 -3.70
106 H 1.18 10.62 0.54
107 H 0.88 0.53 -5.57
108 H -2.55 0.42 -0.79
109 H 2.76 12.48 0.60
110 H -4.90 -2.24 -6.70
111 H 6.29 11.89 0.78
112 H 2.12 10.68 2.05
113 H 1.38 -0.91 -4.82
114 H -3.43 0.14 -6.82
115 H -5.67 -3.80 0.32
116 H 3.44 -0.02 -2.85
117 H 2.68 -4.45 -3.10
118 H 0.25 -4.56 4.23
119 H -6.05 -4.92 -3.46
120 H 2.59 -4.14 -4.76
121 H 1.50 0.73 4.03
122 H -2.92 2.30 1.52
123 H -6.53 -2.86 -4.90
124 H -3.90 -1.03 -2.25
125 H 4.80 1.28 0.27
126 H -5.45 -0.73 -5.83
127 H 1.28 -1.38 6.97
128 H 5.26 12.74 -0.38
129 H -3.57 -4.43 5.29
130 H 0.67 -4.24 0.62
131 H -0.61 0.49 8.08
132 H 1.83 -5.49 2.60
133 H -4.71 0.74 -0.32
134 H -6.25 -3.14 1.88
135 H 3.75 -2.12 -4.38
136 H -0.86 1.74 4.51
137 H -3.47 -2.33 -1.15
138 H 0.77 -1.74 -2.66
139 H 1.12 0.75 8.27
140 H -0.90 -5.76 1.83
141 H -4.31 -5.23 -3.31
142 H -1.86 0.72 -5.01
143 H 3.62 9.01 0.86
144 H 5.29 -3.97 -4.55
145 H 1.99 8.22 2.40
146 H 2.09 -3.98 3.32
147 H -5.95 -0.83 1.21
148 H 3.69 -2.78 -1.54
149 H 3.20 -1.97 0.89

Calculated values
- ΔE to the lowest compared entry with this formula, charge and spin: 57.4 kcal/mol
- 2S+1: 1
- Calculated total energy: -3417.670588 Eh
- Total charge: -1

No. 2
A cluster of 12 separate species, C36H90N12O15 in total at a distorted geometry, computed with ωB97M-V/def2-TZVPD.

Atoms and positions in Å:
1 O 32.49 6.64 -23.82
2 O 23.89 1.51 -33.16
3 O 28.60 -0.67 -23.12
4 O 29.16 9.31 -26.25
5 O 34.19 9.95 -27.03
6 O 33.38 -0.64 -27.51
7 O 34.98 -1.32 -22.65
8 O 27.09 4.81 -30.99
9 O 36.36 6.23 -24.67
10 O 28.75 -2.20 -26.36
11 O 30.09 5.13 -22.35
12 O 29.53 2.57 -27.95
13 O 34.42 2.06 -30.33
14 O 30.02 -0.98 -33.16
15 O 30.78 10.63 -23.48
16 N 26.88 6.13 -32.83
17 N 33.62 10.63 -29.10
18 N 29.90 7.15 -26.04
19 N 30.96 6.72 -21.05
20 N 30.30 0.39 -24.13
21 N 33.17 0.51 -24.71
22 N 31.85 9.94 -25.38
23 N 35.72 8.40 -25.06
24 N 30.81 4.59 -25.22
25 N 25.02 3.20 -32.10
26 N 27.52 -0.35 -25.78
27 N 32.42 1.44 -31.94
28 C 28.96 8.10 -26.27
29 C 32.81 0.55 -27.07
30 C 29.91 3.82 -27.45
31 C 29.82 -0.50 -23.26
32 C 28.81 -1.57 -32.77
33 C 28.17 -1.17 -26.69
34 C 33.50 7.42 -23.21
35 C 34.17 3.00 -31.36
36 C 32.92 5.36 -24.26
37 C 27.54 5.69 -31.73
38 C 30.79 -1.32 -22.43
39 C 33.48 2.23 -32.49
40 C 36.11 -2.09 -22.26
41 C 33.61 8.26 -28.54
42 C 30.12 3.57 -25.96
43 C 31.78 10.62 -24.21
44 C 37.60 7.99 -23.59
45 C 33.58 1.17 -25.96
46 C 27.62 7.57 -26.70
47 C 35.14 2.47 -29.19
48 C 29.42 7.36 -22.84
49 C 31.85 0.44 -32.82
50 C 32.19 4.91 -25.48
51 C 33.82 9.68 -28.15
52 C 30.20 6.32 -22.12
53 C 28.93 6.25 -31.52
54 C 25.90 0.93 -31.97
55 C 24.87 1.89 -32.52
56 C 28.92 2.62 -29.19
57 C 35.28 -0.24 -23.54
58 C 33.01 11.42 -23.83
59 C 30.52 0.00 -32.28
60 C 33.08 -0.94 -28.86
61 C 28.15 -0.71 -28.12
62 C 34.06 0.65 -23.56
63 C 36.53 7.44 -24.49
64 H 37.77 9.05 -23.82
65 H 32.78 4.04 -25.84
66 H 36.54 -1.73 -21.31
67 H 31.77 0.37 -26.78
68 H 31.45 -1.93 -23.03
69 H 29.19 3.30 -25.48
70 H 27.84 -0.44 -24.81
71 H 33.55 0.56 -22.60
72 H 32.98 -0.47 -24.91
73 H 33.82 -0.46 -29.53
74 H 27.18 -0.36 -28.49
75 H 31.37 7.63 -21.04
76 H 37.33 7.91 -22.54
77 H 29.89 0.91 -32.22
78 H 30.73 2.63 -25.98
79 H 31.39 6.00 -20.50
80 H 30.99 9.75 -25.92
81 H 36.22 0.25 -23.25
82 H 25.91 5.87 -32.90
83 H 30.53 4.74 -24.25
84 H 33.10 2.92 -33.24
85 H 28.72 6.87 -23.50
86 H 32.73 4.59 -23.48
87 H 30.81 4.19 -27.97
88 H 26.77 0.82 -32.62
89 H 36.03 9.35 -25.10
90 H 27.22 8.33 -27.37
91 H 29.69 5.53 -31.82
92 H 28.61 1.65 -29.59
93 H 30.08 8.06 -23.35
94 H 32.55 -0.40 -32.94
95 H 25.90 3.57 -31.73
96 H 31.30 0.52 -24.37
97 H 28.81 7.89 -22.10
98 H 32.75 9.83 -25.86
99 H 34.59 3.18 -28.58
100 H 29.58 0.84 -24.67
101 H 29.58 2.98 -30.01
102 H 35.14 3.35 -31.76
103 H 35.11 8.16 -25.83
104 H 33.82 11.36 -24.56
105 H 30.16 -1.86 -21.74
106 H 29.08 6.32 -30.44
107 H 33.35 11.18 -22.82
108 H 28.90 -1.82 -31.71
109 H 38.55 7.54 -23.88
110 H 27.70 6.62 -27.23
111 H 33.81 11.59 -28.85
112 H 33.01 8.17 -22.59
113 H 30.82 7.46 -25.76
114 H 36.15 2.85 -29.43
115 H 28.68 -2.50 -33.33
116 H 32.09 -0.56 -29.12
117 H 32.72 12.47 -23.74
118 H 32.26 5.63 -26.32
119 H 33.50 3.79 -30.98
120 H 31.72 0.84 -33.83
121 H 35.35 1.55 -28.63
122 H 34.28 1.60 -32.93
123 H 32.81 1.30 -27.88
124 H 25.46 -0.02 -31.69
125 H 34.02 8.00 -23.98
126 H 34.43 7.65 -28.15
127 H 27.16 7.00 -33.24
128 H 33.16 -2.01 -29.05
129 H 27.17 0.52 -26.15
130 H 29.10 4.56 -27.52
131 H 34.16 6.85 -22.54
132 H 28.92 0.07 -28.22
133 H 34.38 1.70 -23.51
134 H 35.82 -3.13 -22.19
135 H 26.29 1.39 -31.05
136 H 29.04 7.20 -32.04
137 H 24.33 3.88 -32.35
138 H 31.41 -0.67 -21.80
139 H 28.05 3.27 -29.16
140 H 36.91 -2.02 -23.01
141 H 33.48 8.02 -29.59
142 H 34.00 5.34 -24.43
143 H 34.64 0.97 -26.19
144 H 26.94 7.45 -25.86
145 H 30.61 -0.43 -31.27
146 H 35.47 -0.69 -24.53
147 H 33.13 10.47 -29.95
148 H 27.92 -0.98 -33.03
149 H 28.41 -1.51 -28.81
150 H 32.84 1.04 -31.10
151 H 32.75 7.83 -28.02
152 H 29.75 6.14 -26.02
153 H 33.29 2.22 -25.90

Calculated values
- ΔE to the lowest compared entry with this formula, charge and spin: 0.0 kcal/mol
- 2S+1: 1
- Calculated total energy: -3211.402224 Eh
- Total charge: 0
- SMILES: COCCNCCOC.COCCNCCOC.COCCNCCOC.CC(N)=O.CC(N)=O.CC(N)=O.CC(N)=O.CC(N)=O.CC(N)=O.CC(N)=O.CC(N)=O.CC(N)=O

no.,molar mass (g mol⁻¹)
1,898.60
2,931.18